DFT (ωB97M-V/def2-TZVPD) results for a cluster of 5 separate species, C38H82N2O15 in total in a non-equilibrium geometry.

Last columns: bonded neighbours and bond lengths (Å).
Positions of all 137 atoms, in Å:
1 C -2.10182 0.64454 1.37952  C2 1.539, H20 1.092, H21 1.090, H22 1.091
2 C -2.47905 1.06516 -0.05160  C1 1.539, C3 1.539, H23 1.094, H24 1.091
3 C -3.65490 2.05518 -0.13600  C2 1.539, C4 1.529, H25 1.095, H26 1.096
4 C -3.17332 3.48684 -0.37114  C3 1.529, N5 1.458, H27 1.093, H28 1.094
5 N -4.12793 4.54922 -0.07719  C4 1.458, C6 1.433, H29 1.009
6 C -5.42008 4.42845 -0.68594  N5 1.433, C7 1.526, C11 1.536, H30 1.100
7 C -5.51664 4.82566 -2.15658  C6 1.526, C8 1.512, H31 1.088, H32 1.095
8 C -7.01844 4.80590 -2.33384  C7 1.512, O9 1.222, N10 1.400
9 O -7.65151 4.56433 -3.35029  C8 1.222
10 N -7.58189 5.08844 -1.08382  C8 1.400, C11 1.476, H33 1.011
11 C -6.50852 5.34273 -0.10292  C6 1.536, N10 1.476, C12 1.531, H34 1.099
12 C -6.90301 5.10978 1.35743  C11 1.531, C13 1.545, H35 1.092, H36 1.093
13 C -7.47845 3.71926 1.70928  C12 1.545, C14 1.546, H37 1.093, H38 1.091
14 C -9.01839 3.70990 1.84440  C13 1.546, C15 1.534, H39 1.092, H40 1.091
15 C -9.74588 2.48952 1.26504  C14 1.534, O16 1.432, H41 1.092, H42 1.089
16 O -10.99975 2.86173 0.68110  C15 1.432, C17 1.365
17 C -11.00147 3.38349 -0.57973  O16 1.365, C18 1.497, O19 1.214
18 C -10.66546 2.43133 -1.68449  C17 1.497, H43 1.090, H44 1.084, H45 1.091
19 O -11.41172 4.51203 -0.75965  C17 1.214
20 H -2.63249 1.23002 2.13259  C1 1.092
21 H -1.03169 0.73043 1.56784  C1 1.090
22 H -2.36793 -0.39975 1.55053  C1 1.091
23 H -1.60884 1.51632 -0.53732  C2 1.094
24 H -2.72271 0.17620 -0.63569  C2 1.091
25 H -4.32040 1.74576 -0.94831  C3 1.095
26 H -4.26036 2.01516 0.77686  C3 1.096
27 H -2.83040 3.59813 -1.40328  C4 1.093
28 H -2.29550 3.66397 0.25754  C4 1.094
29 H -4.19731 4.70979 0.91609  N5 1.009
30 H -5.86411 3.42321 -0.63724  C6 1.100
31 H -4.98068 4.18932 -2.85742  C7 1.088
32 H -5.22996 5.87764 -2.25886  C7 1.095
33 H -8.39603 5.68733 -1.09372  N10 1.011
34 H -6.16807 6.38435 -0.18436  C11 1.099
35 H -7.64306 5.85706 1.65113  C12 1.092
36 H -6.00713 5.31050 1.95012  C12 1.093
37 H -7.05607 3.40822 2.66764  C13 1.093
38 H -7.15243 2.97457 0.98146  C13 1.091
39 H -9.26045 3.78215 2.90690  C14 1.092
40 H -9.44941 4.59497 1.37448  C14 1.091
41 H -9.10979 1.96435 0.54942  C15 1.092
42 H -10.01576 1.77974 2.04551  C15 1.089
43 H -9.81043 1.80319 -1.43534  C18 1.090
44 H -10.44435 3.00883 -2.57496  C18 1.084
45 H -11.51642 1.76700 -1.84522  C18 1.091
46 C 5.13183 0.92198 0.84153  O47 1.408, H55 1.098, H56 1.088, H57 1.096
47 O 4.21382 0.15321 0.10153  C46 1.408, C48 1.415
48 C 2.91825 0.18752 0.67064  O47 1.415, C49 1.511, H58 1.098, H59 1.101
49 C 1.89720 -0.38576 -0.28395  C48 1.511, O50 1.418, H60 1.092, H61 1.092
50 O 1.48108 0.52291 -1.29047  C49 1.418, C51 1.419
51 C 2.36558 0.70900 -2.38437  O50 1.419, C52 1.512, H62 1.093, H63 1.092
52 C 2.30946 -0.41536 -3.39356  C51 1.512, O53 1.417, H64 1.099, H65 1.097
53 O 3.08716 -1.51452 -2.95312  C52 1.417, C54 1.408
54 C 2.81690 -2.68152 -3.69343  O53 1.408, H66 1.096, H67 1.088, H68 1.097
55 H 5.19828 0.56454 1.87711  C46 1.098
56 H 6.10647 0.81968 0.36920  C46 1.088
57 H 4.85078 1.98175 0.85119  C46 1.096
58 H 2.64076 1.22078 0.91630  C48 1.098
59 H 2.91275 -0.40413 1.59874  C48 1.101
60 H 0.99348 -0.60172 0.29011  C49 1.092
61 H 2.25851 -1.32162 -0.71546  C49 1.092
62 H 3.39132 0.87576 -2.04701  C51 1.093
63 H 2.01572 1.61856 -2.87812  C51 1.092
64 H 2.70668 -0.06467 -4.35641  C52 1.099
65 H 1.26511 -0.72096 -3.53327  C52 1.097
66 H 1.77242 -2.99327 -3.57567  C54 1.096
67 H 3.46575 -3.46798 -3.31399  C54 1.088
68 H 3.02295 -2.53473 -4.76058  C54 1.097
69 C 3.80308 6.44499 -9.03234  O70 1.408, H78 1.097, H79 1.088, H80 1.096
70 O 3.83558 5.80460 -7.77885  C69 1.408, C71 1.415
71 C 2.65523 6.03618 -7.03384  O70 1.415, C72 1.511, H81 1.098, H82 1.100
72 C 2.57885 5.10308 -5.84805  C71 1.511, O73 1.418, H83 1.092, H84 1.092
73 O 2.13111 3.79745 -6.17384  C72 1.418, C74 1.418
74 C 3.08875 2.92351 -6.74842  O73 1.418, C75 1.510, H85 1.092, H86 1.092
75 C 4.03287 2.31146 -5.74108  C74 1.510, O76 1.415, H87 1.100, H88 1.097
76 O 5.07147 3.21257 -5.40585  C75 1.415, C77 1.409
77 C 5.76250 2.80530 -4.24792  O76 1.409, H89 1.097, H90 1.088, H91 1.097
78 H 3.68866 7.53025 -8.92400  C69 1.097
79 H 4.74770 6.23805 -9.53053  C69 1.088
80 H 2.98285 6.06341 -9.65167  C69 1.096
81 H 1.77197 5.88371 -7.66732  C71 1.098
82 H 2.64817 7.07497 -6.67295  C71 1.100
83 H 1.82505 5.49936 -5.16507  C72 1.092
84 H 3.53727 5.07522 -5.32455  C72 1.092
85 H 3.64917 3.41402 -7.54721  C74 1.092
86 H 2.50321 2.11292 -7.18704  C74 1.092
87 H 4.47748 1.39934 -6.16614  C75 1.100
88 H 3.47109 2.03879 -4.83912  C75 1.097
89 H 5.09657 2.78210 -3.37649  C77 1.097
90 H 6.55566 3.52790 -4.06827  C77 1.088
91 H 6.20781 1.81138 -4.37626  C77 1.097
92 C 7.19332 -1.07066 8.32639  O93 1.408, H101 1.097, H102 1.088, H103 1.096
93 O 6.39562 -1.86980 7.48522  C92 1.408, C94 1.415
94 C 5.05524 -1.93828 7.93257  O93 1.415, C95 1.511, H104 1.098, H105 1.100
95 C 4.16501 -2.53207 6.86602  C94 1.511, O96 1.418, H106 1.092, H107 1.092
96 O 3.79270 -1.61258 5.85229  C95 1.418, C97 1.418
97 C 4.75813 -1.35307 4.84647  O96 1.418, C98 1.511, H108 1.092, H109 1.092
98 C 4.84400 -2.43051 3.79116  C97 1.511, O99 1.415, H110 1.100, H111 1.098
99 O 5.62050 -3.52124 4.24872  C98 1.415, C100 1.409
100 C 5.45594 -4.65761 3.43140  O99 1.409, H112 1.095, H113 1.088, H114 1.097
101 H 7.20709 -1.45928 9.35172  C92 1.097
102 H 8.20603 -1.08682 7.92963  C92 1.088
103 H 6.83501 -0.03466 8.34603  C92 1.096
104 H 4.68958 -0.93511 8.18712  C94 1.098
105 H 5.00168 -2.56611 8.83385  C94 1.100
106 H 3.22742 -2.82279 7.34376  C95 1.092
107 H 4.62686 -3.42620 6.44100  C95 1.092
108 H 5.74341 -1.16423 5.27842  C97 1.092
109 H 4.41565 -0.43825 4.35732  C97 1.092
110 H 5.30802 -2.01029 2.88623  C98 1.100
111 H 3.82963 -2.76650 3.53969  C98 1.098
112 H 4.41759 -5.00310 3.45320  C100 1.095
113 H 6.09599 -5.44372 3.82662  C100 1.088
114 H 5.74600 -4.44685 2.39492  C100 1.097
115 C 1.47431 -5.19274 3.26276  O116 1.408, H124 1.095, H125 1.088, H126 1.097
116 O 1.24162 -6.30926 2.43744  C115 1.408, C117 1.416
117 C 2.36443 -7.17037 2.38103  O116 1.416, C118 1.511, H127 1.098, H128 1.100
118 C 1.97876 -8.51380 1.80683  C117 1.511, O119 1.417, H129 1.092, H130 1.092
119 O 1.35499 -9.37804 2.74097  C118 1.417, C120 1.418
120 C -0.01928 -9.14456 3.00288  O119 1.418, C121 1.511, H131 1.092, H132 1.092
121 C -0.94511 -9.68624 1.93888  C120 1.511, O122 1.415, H133 1.100, H134 1.098
122 O -1.00557 -8.80746 0.83099  C121 1.415, C123 1.408
123 C -1.61844 -9.40765 -0.28546  O122 1.408, H135 1.096, H136 1.088, H137 1.097
124 H 2.32899 -4.60759 2.90714  C115 1.095
125 H 0.58488 -4.56670 3.23471  C115 1.088
126 H 1.65457 -5.50222 4.29957  C115 1.097
127 H 2.77990 -7.31774 3.38672  C117 1.098
128 H 3.13821 -6.71447 1.74558  C117 1.100
129 H 2.89948 -9.02459 1.51816  C118 1.092
130 H 1.36412 -8.38211 0.91348  C118 1.092
131 H -0.21624 -8.08401 3.17409  C120 1.092
132 H -0.22652 -9.68686 3.92728  C120 1.092
133 H -1.95140 -9.80333 2.36626  C121 1.100
134 H -0.58678 -10.67322 1.61946  C121 1.098
135 H -1.04885 -10.27859 -0.63052  C123 1.096
136 H -1.64773 -8.66629 -1.08107  C123 1.088
137 H -2.64315 -9.72438 -0.05704  C123 1.097

Values from the calculation:
- SMILES string: CCCCN[C@@H]1CC(=O)N[C@H]1CCCCOC(C)=O.COCCOCCOC.COCCOCCOC.COCCOCCOC.COCCOCCOC
- E_tot: -74422.1581 eV
- LUMO energy: 0.506 eV
- HOMO: -8.97 eV
- Orbital gap: 9.479 eV
- Total charge: 0